--- one ---
# C2H11N2O

2 unconnected molecules or ions with the total composition C2H11N2O (ωB97M-V/def2-TZVPD, OMol25).

Calculated values
- Orbital gap: 11.400 eV
- Charge: +1

Each atom is followed by the atoms it is bonded to, with distances in Å.
Positions of all 16 atoms, in Å:
1 C 1.18 1.89 -0.02  N2 1.495, H3 1.072, H4 1.078, H5 1.076
2 N 1.54 0.52 -0.49  C1 1.495, H6 1.023, H7 1.031, H8 1.021
3 H 1.53 2.02 0.99  C1 1.072
4 H 1.54 2.58 -0.76  C1 1.078
5 H 0.10 1.94 0.01  C1 1.076
6 H 1.96 0.59 -1.42  N2 1.023
7 H 0.77 -0.16 -0.52  N2 1.031
8 H 2.31 0.12 0.07  N2 1.021
9 N -1.11 -0.68 -1.00  C10 1.462, H12 1.007, H13 1.004
10 C -1.33 -1.20 0.35  N9 1.462, O11 1.421, H14 1.088, H15 1.086
11 O -0.42 -0.58 1.26  C10 1.421, H16 0.964
12 H -1.04 -1.47 -1.62  N9 1.007
13 H -1.87 -0.09 -1.29  N9 1.004
14 H -2.37 -1.10 0.66  C10 1.088
15 H -1.19 -2.27 0.33  C10 1.086
16 H -0.77 -0.80 2.13  O11 0.964

***

--- two ---
# C2H11N2O

2 unconnected molecules or ions with the total composition C2H11N2O (ωB97M-V/def2-TZVPD, OMol25).

Calculated values
- Orbital gap: 10.603 eV
- Charge: +1

Each atom is followed by the atoms it is bonded to, with distances in Å.
Positions of all 16 atoms, in Å:
1 N -0.25 0.71 1.08  C2 1.522, H5 1.021, H6 1.079, H7 1.062
2 C 0.75 0.21 0.05  N1 1.522, C3 1.501, H8 1.122, H9 1.103
3 C 0.46 0.86 -1.27  C2 1.501, N4 1.469, H10 1.050, H11 1.096
4 N -0.54 0.13 -2.06  C3 1.469, H12 1.003, H13 0.934
5 H -0.50 -0.11 1.62  N1 1.021
6 H -1.16 0.89 0.53  N1 1.079
7 H -0.02 1.64 1.53  N1 1.062
8 H 0.60 -0.88 -0.17  C2 1.122
9 H 1.80 0.33 0.38  C2 1.103
10 H 1.32 1.16 -1.79  C3 1.050
11 H 0.15 1.87 -0.97  C3 1.096
12 H -1.39 0.66 -2.11  N4 1.003
13 H -0.29 0.17 -2.96  N4 0.934
14 H -0.09 -2.40 2.79  O16 0.972
15 H -0.77 -2.96 1.54  O16 1.003
16 O -0.09 -2.28 1.82  H14 0.972, H15 1.003

***

It is one that is the most stable of them.

***

--- one ---
# C2H11N2O

2 unconnected molecules or ions with the total composition C2H11N2O (ωB97M-V/def2-TZVPD, OMol25).

Calculated values
- Orbital gap: 10.764 eV
- Charge: +1

Each atom is followed by the atoms it is bonded to, with distances in Å.
Positions of all 16 atoms, in Å:
1 C -2.27 -0.29 0.08  N2 1.598, H3 1.044, H4 1.163, H5 1.082
2 N -1.11 0.02 -0.98  C1 1.598, H6 1.020, H7 1.072, H8 1.044
3 H -3.20 0.12 -0.14  C1 1.044
4 H -2.44 -1.42 0.27  C1 1.163
5 H -2.14 0.10 1.08  C1 1.082
6 H -1.53 -0.11 -1.90  N2 1.020
7 H -0.24 -0.62 -0.90  N2 1.072
8 H -0.89 1.00 -0.71  N2 1.044
9 N 1.61 -0.77 -0.30  C10 1.505, H12 1.042, H13 1.012
10 C 1.64 0.12 0.91  N9 1.505, O11 1.405, H14 1.179, H15 1.135
11 O 1.03 1.36 0.67  C10 1.405, H16 1.060
12 H 1.66 -0.31 -1.24  N9 1.042
13 H 2.49 -1.26 -0.33  N9 1.012
14 H 0.99 -0.18 1.85  C10 1.179
15 H 2.70 0.10 1.31  C10 1.135
16 H 1.67 2.14 0.34  O11 1.060

***

--- two ---
# C2H11N2O

2 unconnected molecules or ions with the total composition C2H11N2O (ωB97M-V/def2-TZVPD, OMol25).

Calculated values
- Orbital gap: 11.604 eV
- Charge: +1

Each atom is followed by the atoms it is bonded to, with distances in Å.
Positions of all 16 atoms, in Å:
1 C 1.31 -0.89 1.52  N2 1.492, H3 1.082, H4 1.070, H5 1.089
2 N 1.22 -0.90 0.03  C1 1.492, H6 1.017, H7 1.033, H8 1.028
3 H 1.17 -1.90 1.88  C1 1.082
4 H 0.50 -0.31 1.91  C1 1.070
5 H 2.28 -0.54 1.85  C1 1.089
6 H 1.97 -1.47 -0.35  N2 1.017
7 H 0.28 -1.28 -0.17  N2 1.033
8 H 1.23 0.05 -0.36  N2 1.028
9 N -0.43 1.47 -0.26  C10 1.433, H12 1.015, H13 1.011
10 C -1.53 0.83 -0.91  N9 1.433, O11 1.432, H14 1.071, H15 1.087
11 O -1.29 -0.58 -1.00  C10 1.432, H16 0.965
12 H -0.65 1.80 0.67  N9 1.015
13 H -0.05 2.29 -0.73  N9 1.011
14 H -1.56 1.23 -1.91  C10 1.071
15 H -2.51 1.09 -0.52  C10 1.087
16 H -1.93 -0.89 -1.66  O11 0.965

***

It is two that is the most stable of them.